Molecular formula: C20H37FI4NO3P
Method: DFT, the ωB97M-V functional and the def2-TZVPD basis

Values from the calculation:
Total energy (eV): -73373.4891
Spin multiplicity: 1
Gap between HOMO and LUMO (Eh): 0.20398
E_HOMO (eV): -6.72

```
67
Properties=species:S:1:pos:R:3:forces:R:3
I 5.647545 2.794970 3.024762 -0.78 -0.62 -0.91
I 5.606543 5.425659 0.654284 -0.85 -1.15 -0.72
I 4.916548 -2.368459 -2.309760 -0.29 0.57 0.07
I 7.110338 0.858461 -0.081489 -0.22 -0.52 0.20
P 3.773741 0.714881 0.924316 -0.48 -0.17 1.76
F 2.301834 -2.070909 3.252526 1.24 0.52 -1.87
O 0.383560 2.815347 2.141587 -2.60 -0.59 -1.17
O 4.399582 -2.386356 2.375560 -4.32 1.69 -0.43
O -1.310761 4.079719 1.195178 1.03 -3.74 2.03
N -4.375245 -2.620528 -0.693260 -0.25 -0.80 0.03
C -2.866101 -2.404335 -0.760376 -0.06 0.21 0.02
C -3.621592 -1.284963 1.220447 -0.08 0.23 0.63
C -5.409349 0.537416 -1.305954 -0.09 0.19 -0.04
C 4.595505 2.418687 1.110567 1.12 4.51 -1.61
C 5.602074 0.558445 -2.822403 -1.13 -0.75 -1.46
C -2.023110 1.876605 2.081124 -0.03 0.08 0.20
C 2.363593 1.347928 2.074021 -2.10 0.49 0.98
C -0.959137 3.012855 1.750044 -0.17 2.42 -1.13
C 1.025768 1.784296 1.286233 1.17 -0.15 0.98
C -5.144589 -1.977237 -1.854315 0.34 0.09 -0.25
C -2.606707 -1.181944 0.099395 0.35 0.35 -0.30
C 3.285234 -1.884799 2.199457 2.92 -0.73 -0.46
C 5.142903 -0.040444 -0.207459 -0.37 -2.18 -1.53
C -4.669561 -4.113111 -0.764340 0.14 0.57 -0.06
C -4.809498 -0.529977 -2.209843 -0.04 0.11 0.05
C -4.793462 -2.100774 0.686115 -0.09 -0.06 0.02
C 2.867457 -0.999850 0.914579 -1.64 -3.01 1.11
C 4.676028 -0.229194 -1.759793 1.53 1.06 0.13
C 3.834831 3.416807 -1.168071 -0.71 1.43 0.35
C 4.601875 3.511581 0.216302 -0.51 -2.83 1.18
H -4.171603 -4.607974 0.070488 -0.08 0.10 -0.10
H 4.485614 0.252907 2.113464 0.16 0.32 -0.47
H -5.192489 0.387990 -0.252185 0.04 0.02 0.10
H -4.976969 -2.956810 1.339893 -0.06 0.03 -0.31
H -3.940639 -0.298484 1.562545 0.03 -0.12 -0.01
H -5.208159 -0.353022 -3.215183 0.05 -0.25 0.07
H -2.384419 -3.279589 -0.316700 -0.19 0.02 -0.12
H 3.573702 -0.005981 -1.931991 1.43 -0.26 0.40
H -5.725942 -1.542095 0.592836 0.16 -0.10 -0.14
H -2.940052 2.025990 1.422320 1.27 -0.06 0.79
H 6.626535 0.056119 -2.979835 -1.61 1.02 0.65
H -5.008751 1.515152 -1.575973 -0.06 -0.02 0.01
H 2.021373 0.528644 2.817783 0.68 1.18 -1.08
H 3.843565 2.404245 -1.679238 0.36 1.32 0.81
H 2.935912 1.100959 -0.205680 0.41 0.02 -0.20
H -1.620411 0.822678 1.932939 -0.35 1.46 0.27
H -6.210889 -2.092032 -1.632757 0.20 -0.02 0.12
H 0.332627 0.880594 1.211908 0.83 1.20 -0.28
H 5.063944 0.437239 -3.841519 0.80 0.23 1.46
H 5.272411 -1.122827 0.177641 0.12 2.00 -0.27
H -2.742096 -0.253185 -0.458819 0.00 -0.13 -0.01
H 2.650898 2.243372 2.723459 -0.27 -1.13 -1.00
H -3.731804 -0.386905 -2.313840 -0.04 -0.14 0.02
H -5.749410 -4.251706 -0.701892 0.13 -0.03 -0.03
H -1.582690 -1.167180 0.479176 -0.08 -0.10 -0.11
H -4.281237 -4.494172 -1.710093 -0.09 0.03 0.12
H -2.362102 1.972511 3.173141 0.65 -0.05 -1.54
H 4.187838 4.265111 -1.859454 -0.37 -1.51 0.88
H 2.722400 3.655454 -0.954102 1.66 -0.34 -0.36
H -4.917750 -2.593065 -2.730112 0.01 -0.07 0.23
H 3.102572 -1.657304 0.013247 -0.17 0.72 1.16
H -6.494992 0.582755 -1.434084 0.10 -0.03 0.11
H -3.182547 -1.791752 2.083204 -0.07 0.04 -0.08
H -2.551067 -2.307488 -1.800138 -0.12 -0.09 0.07
H 1.217451 2.297292 0.288350 -0.21 -0.93 1.13
H 1.722604 -0.906342 0.959943 1.58 0.05 -0.15
H 5.670724 1.678124 -2.638176 0.09 -1.56 0.08
```
Forces are in eV/Å.

Molecular formula: C20H37IrN2O2P3
Method: DFT, the ωB97M-V functional and the def2-TZVPD basis

Values from the calculation:
Total energy (eV): -59071.7587
⟨S²⟩: 8.763
Spin multiplicity: 6
Gap between HOMO and LUMO (spin up / spin down) (Eh): 0.23619 / 0.20095
Relative energy (zero: lowest compared OMol25 entry of this formula, charge and spin) (eV): 1.003
E_HOMO (spin up / spin down) (eV): -17.66 / -19.91
Total charge: +4

```
65
Properties=species:S:1:pos:R:3:forces:R:3
Ir -1.284482 0.735229 -1.274789 9.13 3.81 5.81
P -2.812032 2.782769 3.080268 -2.03 -1.15 3.92
P -0.087669 -4.058900 -0.509119 2.68 -5.05 -0.11
P 3.057227 1.555281 -2.673374 -0.29 -0.17 0.60
O 1.822459 -0.750890 -1.264154 0.84 -0.90 0.30
O -0.296946 -0.866156 1.094363 1.49 1.31 -0.22
N 0.307936 2.134125 1.336822 -0.19 1.22 0.34
N 0.951374 1.161169 0.659848 2.06 -0.73 2.83
C 2.967462 1.180869 -4.428734 0.08 -0.48 0.08
C -2.191974 1.332181 -3.048335 -0.67 0.85 -2.81
C -1.719852 0.031909 -3.119102 -0.15 -1.69 -2.98
C -4.003420 4.092854 3.448907 0.61 1.06 -1.41
C -2.890792 -0.467064 -1.028353 -1.78 -2.83 -0.13
C -1.199058 -5.537250 -0.296330 -1.63 1.66 0.32
C -1.711399 2.628981 4.552783 1.35 0.65 -1.12
C 2.268929 2.028915 2.285911 0.65 -0.51 0.02
C 2.175818 3.133452 -2.412571 -0.10 -0.08 0.22
C 0.752620 -4.563444 -2.094737 -0.46 1.87 -0.68
C -3.292673 0.855870 -0.961361 -3.37 -0.56 0.91
C -2.077089 -0.892474 -2.117615 -1.00 -2.50 -0.79
C 1.061087 2.703521 2.277381 -0.55 -0.33 -0.61
C 2.101172 0.216332 -1.846855 -0.82 2.02 -1.52
C -3.863249 1.294644 3.402662 0.65 -0.46 -1.62
C -2.969220 1.719252 -1.976013 -2.03 2.34 -1.31
C 1.364385 -4.546636 0.597676 -0.21 1.81 0.94
C 2.175460 1.017366 1.338076 -0.95 1.02 -0.19
C 4.655896 1.623445 -1.879523 0.92 0.25 0.04
C -0.124340 0.094632 0.392088 -2.83 -1.48 -1.68
H -1.924933 2.001789 -3.860777 -0.07 0.21 0.38
H 4.660720 2.406898 -1.106124 -0.09 -0.25 -0.23
H 1.120835 2.932528 -2.148838 0.43 0.10 -0.04
H -0.670277 2.333551 1.134823 0.32 -0.11 -0.45
H 0.671436 3.531079 2.854979 0.26 -0.04 -0.03
H 2.171875 -3.807277 0.416083 -0.30 -0.59 0.04
H -1.582408 -1.857281 -2.162104 -0.48 -0.10 0.16
H -3.357441 2.714105 -1.931380 0.17 0.63 0.05
H -4.552257 1.526443 4.230486 0.31 0.08 -0.31
H -1.159872 3.582161 4.662736 -0.30 -0.48 0.36
H -4.418322 1.078260 2.476115 -0.16 -0.19 0.56
H 1.727199 -5.583333 0.412358 -0.62 0.65 -0.31
H 3.187438 2.084833 -5.014458 0.10 -0.15 0.29
H 1.932603 0.875113 -4.661615 0.47 -0.03 0.03
H 0.989613 -5.645879 -2.094613 -0.29 0.54 0.35
H -0.976599 1.831578 4.346545 -0.32 0.18 0.35
H 3.093581 2.248290 2.946103 0.09 -0.10 -0.09
H 1.659383 -3.945822 -2.205824 -0.22 -0.45 0.02
H -0.657656 -6.495135 -0.310464 0.25 0.55 -0.10
H 4.935844 0.661883 -1.423199 -0.15 0.26 -0.29
H -3.210185 0.441577 3.646769 -0.36 0.26 -0.09
H -1.069349 -0.237152 -3.968589 -0.35 -0.04 0.68
H -3.194541 -1.105489 -0.216154 0.29 -0.41 0.02
H 1.086564 -4.437622 1.662125 0.10 -0.21 -0.46
H -3.951942 1.162509 -0.166038 0.12 0.20 0.23
H -1.732581 -5.401861 0.655656 0.15 -0.37 -0.18
H -4.491223 4.316366 2.480756 -0.18 0.21 0.61
H 3.702014 0.394172 -4.655941 -0.37 0.16 -0.16
H 2.681529 3.739357 -1.634142 -0.36 -0.41 -0.38
H -1.965848 -5.474821 -1.086779 0.32 -0.35 0.22
H -4.745525 3.759647 4.189497 0.35 -0.10 -0.21
H -3.451556 4.984236 3.782015 -0.38 -0.15 -0.08
H 0.090559 -4.309562 -2.936084 0.26 -0.39 0.06
H 2.915235 0.262940 1.090103 -0.40 0.04 -0.09
H -2.320235 2.381483 5.443113 0.04 0.19 -0.50
H 2.190335 3.698479 -3.363340 0.08 -0.30 0.38
H 5.431501 1.892316 -2.611283 -0.11 -0.04 0.11
```
Forces are in eV/Å.

Molecular formula: C20H37N2O2P2SiSn
Method: DFT, the ωB97M-V functional and the def2-TZVPD basis

Values from the calculation:
Total energy (eV): -60676.2817
Spin multiplicity: 1
Gap between HOMO and LUMO (spin up / spin down) (Eh): 0.20372 / 0.21857
E_HOMO (spin up / spin down) (eV): -16.78 / -16.76
Total charge: +3

```
65
Properties=species:S:1:pos:R:3:forces:R:3
Sn 0.492104 -0.145694 -0.800923 -0.13 0.13 -0.81
P 0.858133 2.466506 -0.891060 0.10 1.13 1.06
P -1.210387 -1.692692 0.407800 -0.25 -0.34 1.08
Si 2.899641 -2.284337 -0.665702 0.86 -1.34 -0.54
O -3.507364 -0.470393 -2.435373 0.27 -0.63 -0.60
O -1.269741 0.345555 -3.501005 1.11 -1.06 -0.10
N 2.214284 -0.951073 0.282299 -0.44 1.88 1.23
N -1.513239 1.311808 0.366479 0.36 -0.40 0.82
C -0.969452 -1.794378 2.218212 -0.04 -0.16 0.17
C -2.179220 3.115542 1.788196 -0.44 -0.02 0.05
C -3.394760 2.479356 2.065059 0.35 0.26 -0.27
C 4.366101 -1.670552 -1.620028 0.04 0.12 0.02
C 2.807642 -0.251542 1.323892 -1.17 -0.87 -1.48
C 4.043547 1.496500 3.136134 0.39 0.15 0.01
C 2.541787 3.131051 -0.888493 0.28 0.06 -0.08
C -0.005058 3.303023 -2.265149 -0.06 -0.38 -0.38
C -3.659989 1.246756 1.486192 0.28 -0.71 -0.07
C -2.648521 0.617601 0.728763 0.17 0.56 -0.68
C -1.273004 2.512839 0.913329 -0.05 -0.52 -0.37
C -2.719328 -0.761619 0.325021 -0.68 0.33 0.86
C -1.584655 -3.400031 -0.099365 0.03 -0.01 -0.30
C 2.028963 0.663208 2.084768 0.27 1.09 0.61
C 0.031131 3.208551 0.573683 0.07 0.10 -0.10
C 4.190051 -0.371212 1.595847 0.95 0.17 0.48
C 4.804831 0.522176 2.473342 -0.13 -0.83 -0.54
C 3.296980 -3.652286 0.522539 0.00 0.10 0.07
C 2.656056 1.558375 2.953920 -0.99 -0.57 -0.52
C 1.641825 -2.936538 -1.910572 -0.21 0.37 -0.02
H -2.299351 -3.830824 0.617933 0.20 0.16 -0.20
H -0.530945 0.119635 -2.683298 -0.78 0.04 -0.95
H 3.677313 -4.507773 -0.052389 -0.05 0.12 0.21
H 0.723926 3.159791 1.430171 -0.24 0.03 -0.22
H 2.406394 -3.972415 1.078291 0.19 -0.03 -0.08
H 4.762725 -1.150766 1.080114 -0.14 0.53 0.29
H 3.066755 2.849826 0.034755 -0.16 0.04 -0.23
H -1.922190 4.093435 2.193842 -0.23 -0.25 0.06
H -1.096288 3.182506 -2.181038 0.37 -0.04 -0.03
H 5.237759 -1.502275 -0.977119 -0.09 -0.03 -0.25
H -0.661303 -3.995421 -0.087731 -0.35 0.12 0.04
H -1.599651 -2.621763 2.585108 0.33 0.31 0.04
H 0.849157 -3.549299 -1.461979 0.24 0.12 -0.18
H -4.125733 2.940788 2.714607 0.00 0.06 0.00
H 5.881731 0.439852 2.631234 -0.35 0.13 0.03
H -3.898018 -1.332070 -2.682991 -0.02 0.56 -0.09
H 4.061254 -3.350721 1.248454 -0.10 -0.20 -0.10
H 4.626893 -2.438659 -2.361975 0.03 0.24 0.13
H 0.936894 0.662813 1.972914 0.38 0.05 0.01
H -1.311574 -0.859416 2.686269 0.25 -0.29 -0.11
H 0.231540 4.379379 -2.237494 0.00 -0.40 0.08
H 4.141177 -0.735903 -2.150608 0.13 -0.18 0.01
H -1.046334 -0.258690 -4.253341 0.13 0.67 0.22
H -0.150170 4.274650 0.362306 0.05 -0.27 0.15
H 0.332584 2.894175 -3.230339 -0.17 0.21 0.26
H 1.180379 -2.174466 -2.563275 0.24 -0.43 0.14
H -2.025386 -3.429569 -1.106536 0.23 -0.03 0.27
H 0.089286 -1.979128 2.448396 -0.33 -0.03 0.05
H 2.238157 -3.585936 -2.572603 -0.20 0.09 0.21
H -3.663953 -1.293385 0.514065 0.33 0.21 -0.13
H 3.089783 2.713203 -1.744873 -0.09 0.16 0.21
H -2.161054 -0.019196 -3.189013 -0.79 0.15 0.51
H 2.057065 2.299860 3.490162 0.27 -0.32 -0.07
H 2.527518 4.227877 -0.978645 0.00 -0.33 0.02
H -4.573450 0.680175 1.670569 0.15 0.35 0.07
H -3.249318 -0.582804 -1.507070 -0.17 0.12 0.18
H 4.541089 2.210230 3.796699 -0.19 -0.26 -0.16
```
Forces are in eV/Å.

Look up the total energy of the first one.
-73373.4891 eV

Among the records above, which one has the highest spin multiplicity?
C20H37IrN2O2P3

The highest spin multiplicity belongs to which entry?
C20H37IrN2O2P3